Model P:
# H2IO

A cluster of 2 separate species, H2IO in total (ωB97M-V with the def2-TZVPD basis set, the OMol25 dataset).

```
! wB97M-V def2-TZVPD RIJCOSX def2/J DEFGRID3
* xyz -1 1
O -2.860 1.592 -0.618
H -2.034 1.152 -0.314
H -3.585 1.051 -0.231
I 3.458 -1.902 0.653
*
```

Computed properties:
E_HOMO (eV): -3.23
Orbital gap (eV): 6.254



Model Q:
# H2IO

A cluster of 2 separate species, H2IO in total (ωB97M-V with the def2-TZVPD basis set, the OMol25 dataset).

```
! wB97M-V def2-TZVPD RIJCOSX def2/J DEFGRID3
* xyz -1 1
I 2.378 0.133 -0.848
O -1.120 -0.203 0.139
H -0.303 -0.019 -0.326
H -0.955 0.088 1.036
*
```

Computed properties:
E_HOMO (eV): -3.56
Orbital gap (eV): 7.514



Last place for stability: model P



Model P:
# C7H18P

A structure of composition C7H18P (ωB97M-V with the def2-TZVPD basis set, the OMol25 dataset).

```
! wB97M-V def2-TZVPD RIJCOSX def2/J DEFGRID3
* xyz 1 1
C -0.810 -1.561 -2.774
C 0.667 0.426 -2.185
C -0.171 2.104 1.568
C -0.715 -0.469 2.899
C 1.910 -0.123 1.304
C -1.096 -0.312 -0.656
C -0.065 -0.827 -1.650
P 0.069 0.240 1.341
H -1.658 -0.974 -2.896
H -1.098 -2.585 -2.308
H -0.279 -1.713 -3.695
H 0.538 1.051 -1.278
H 0.077 0.774 -2.995
H 1.676 0.203 -2.436
H 0.719 2.477 1.984
H -1.045 2.383 2.088
H -0.123 2.457 0.529
H -0.990 0.346 3.502
H 0.018 -1.148 3.351
H -1.514 -1.136 2.501
H 2.467 0.330 0.495
H 1.951 -1.228 1.327
H 2.272 0.297 2.210
H -1.389 0.717 -0.804
H -2.018 -0.874 -0.361
H 0.758 -1.486 -1.256
*
```

Computed properties:
E_HOMO (eV): -14.31
Orbital gap (eV): 10.612



Model Q:
# C7H18P

The ion C7H18P with charge +1 (ωB97M-V with the def2-TZVPD basis set, the OMol25 dataset).

```
! wB97M-V def2-TZVPD RIJCOSX def2/J DEFGRID3
* xyz 1 1
C -0.230 0.530 2.502
C -0.193 2.766 1.148
C -1.348 -0.567 -1.702
C 1.343 -1.068 -2.459
C -0.078 -2.400 0.074
C 0.781 0.555 0.038
C -0.358 1.157 1.104
P 0.254 -0.900 -0.918
H -0.671 1.266 3.199
H 0.867 0.412 2.544
H -0.763 -0.456 2.411
H -0.515 3.129 0.133
H 0.804 3.211 1.327
H -0.901 3.208 1.888
H -1.355 0.543 -1.683
H -2.072 -1.020 -1.131
H -1.411 -0.861 -2.687
H 1.421 -2.184 -2.589
H 2.254 -0.701 -2.104
H 0.790 -0.595 -3.333
H 0.643 -2.702 0.738
H -0.420 -3.364 -0.470
H -0.893 -1.982 0.540
H 0.802 1.375 -0.679
H 1.646 0.501 0.642
H -1.326 0.942 0.649
*
```

Computed properties:
E_HOMO (eV): -14.89
Orbital gap (eV): 12.226



Last place for stability: model P



Model P:
# CHClN2

An isolated molecule of CHClN2 (ωB97M-V with the def2-TZVPD basis set, the OMol25 dataset).

```
! wB97M-V def2-TZVPD RIJCOSX def2/J DEFGRID3
* xyz 0 1
N -1.012 1.159 -1.338
C -0.311 0.567 -0.657
N 0.445 -0.282 0.243
Cl -0.210 -1.700 0.944
H 1.088 0.256 0.808
*
```

Computed properties:
E_HOMO (eV): -10.29
SMILES: N#CNCl
Orbital gap (eV): 9.965



Model Q:
# CHClN2

A cluster of 2 separate species, CHClN2 in total (ωB97M-V with the def2-TZVPD basis set, the OMol25 dataset).

```
! wB97M-V def2-TZVPD RIJCOSX def2/J DEFGRID3
* xyz 0 1
C -1.072 -0.005 -0.020
N 0.240 0.200 0.002
N -0.755 1.248 0.020
Cl 3.382 -0.731 0.021
H -1.795 -0.711 -0.022
*
```

Computed properties:
E_HOMO (alpha / beta) (eV): -11.87 / -8.85
Orbital gap (alpha / beta) (eV): 12.263 / 5.312



Last place for stability: model Q



Model P:
# C2H6N4O2

A structure of composition C2H6N4O2 (ωB97M-V with the def2-TZVPD basis set, the OMol25 dataset).

```
! wB97M-V def2-TZVPD RIJCOSX def2/J DEFGRID3
* xyz 0 1
C -0.705 0.047 -1.689
C 0.518 1.351 0.950
H -2.487 -1.868 -0.257
H -0.651 -2.789 -0.378
H -1.561 0.621 -2.075
H 1.401 0.431 -0.733
H 2.411 0.203 1.832
H 1.075 0.387 3.022
N -1.294 -2.014 -0.889
N -0.338 -0.956 -1.022
N 0.893 1.193 -0.446
N 1.314 0.531 1.837
O 0.015 1.263 -1.470
O -0.592 1.601 1.318
*
```

Computed properties:
E_HOMO (eV): -8.86
Orbital gap (eV): 9.128



Model Q:
# C2H6N4O2

An isolated molecule of C2H6N4O2 (ωB97M-V with the def2-TZVPD basis set, the OMol25 dataset).

```
! wB97M-V def2-TZVPD RIJCOSX def2/J DEFGRID3
* xyz 0 1
H -3.170 0.399 0.064
N -2.527 -0.525 0.029
C -1.189 -0.433 0.163
N -0.306 -1.527 0.297
O 0.456 -1.780 -0.849
C -0.559 0.942 -0.184
O -1.191 1.988 -0.338
N 0.866 1.048 -0.236
N 1.858 0.164 0.309
H -1.000 -2.334 0.365
H 1.124 -1.183 -0.449
H 1.105 2.106 -0.371
H 2.797 0.623 -0.184
H 1.736 0.512 1.384
*
```

Computed properties:
E_HOMO (eV): -9.73
SMILES: [H]/N=C(/NO)C(=O)NN
Orbital gap (eV): 9.729



Last place for stability: model P



Model P:
# C3H10N2S

A cluster of 2 separate species, C3H10N2S in total (ωB97M-V with the def2-TZVPD basis set, the OMol25 dataset).

```
! wB97M-V def2-TZVPD RIJCOSX def2/J DEFGRID3
* xyz 0 1
C -2.158 -0.584 0.258
C -0.668 -0.894 0.031
C 2.806 0.099 -1.103
N 0.382 1.113 0.507
N 0.004 0.260 -0.477
S 3.165 0.248 0.530
H -2.675 -1.459 0.642
H -2.279 0.231 0.971
H -2.614 -0.285 -0.683
H -0.220 -1.242 0.977
H -0.572 -1.683 -0.716
H 2.599 0.969 -1.696
H 3.004 -0.840 -1.585
H -0.099 1.045 1.408
H 0.475 2.060 0.154
H 1.884 0.839 0.867
*
```

Computed properties:
E_HOMO (alpha / beta) (eV): -7.88 / -7.11
Orbital gap (alpha / beta) (eV): 8.516 / 7.445



Model Q:
# C3H10N2S

A cluster of 2 separate species, C3H10N2S in total (ωB97M-V with the def2-TZVPD basis set, the OMol25 dataset).

```
! wB97M-V def2-TZVPD RIJCOSX def2/J DEFGRID3
* xyz 0 1
H 2.616 1.456 -0.321
N 2.374 0.763 0.370
C 2.479 -0.449 -0.009
N 1.508 -1.364 0.187
H 3.341 -0.730 -0.611
H 1.556 -2.279 -0.224
H 0.953 -1.246 1.019
C -2.076 1.345 -0.905
S -1.352 -0.248 -0.497
C -1.116 0.062 1.289
H -2.222 1.915 0.010
H -1.376 1.927 -1.506
H -3.010 1.320 -1.463
H -1.994 0.582 1.665
H -0.236 0.670 1.494
H -1.050 -0.958 1.661
*
```

Computed properties:
E_HOMO (eV): -8.22
SMILES: [H]/N=C/N.CSC
Orbital gap (eV): 9.070



Last place for stability: model P



Model P:
# C3H10N2S

A cluster of 2 separate species, C3H10N2S in total (ωB97M-V with the def2-TZVPD basis set, the OMol25 dataset).

```
! wB97M-V def2-TZVPD RIJCOSX def2/J DEFGRID3
* xyz 0 1
H -1.914 0.079 2.444
N -1.245 -0.582 2.075
C -1.802 -1.443 1.328
N -1.118 -2.388 0.643
H -2.883 -1.392 1.185
H -1.584 -3.254 0.447
H -0.114 -2.380 0.716
C 0.026 1.676 -0.377
S 0.520 0.473 -1.610
C 2.278 0.782 -1.634
H 0.077 2.678 -0.791
H 0.719 1.663 0.467
H -0.973 1.523 0.001
H 2.713 0.198 -2.411
H 2.551 1.829 -1.808
H 2.750 0.539 -0.675
*
```

Computed properties:
E_HOMO (eV): -8.26
SMILES: [H]/N=C/N.CSC
Orbital gap (eV): 9.235



Model Q:
# C3H10N2S

A cluster of 2 separate species, C3H10N2S in total (ωB97M-V with the def2-TZVPD basis set, the OMol25 dataset).

```
! wB97M-V def2-TZVPD RIJCOSX def2/J DEFGRID3
* xyz 0 1
H 2.774 -2.049 1.410
N 2.105 -1.899 0.741
C 2.647 -1.429 -0.361
N 1.828 -1.014 -1.495
H 3.659 -0.997 -0.361
H 0.911 -1.035 -0.990
H 2.029 -0.028 -1.408
C -1.796 1.870 0.387
C -1.276 0.431 0.472
S -2.170 -0.589 -0.678
H -2.251 2.037 -0.606
H -2.621 2.027 1.119
H -1.004 2.549 0.412
H -0.268 0.099 0.188
H -1.279 0.129 1.606
H -3.289 -0.103 -0.437
*
```

Computed properties:
E_HOMO (eV): -8.94
SMILES: [H]/N=C/N.CCS
Orbital gap (eV): 9.804



Last place for stability: model Q



Model P:
# C3H10N2S

An isolated molecule of C3H10N2S (ωB97M-V with the def2-TZVPD basis set, the OMol25 dataset).

```
! wB97M-V def2-TZVPD RIJCOSX def2/J DEFGRID3
* xyz 0 1
N 0.105 2.067 1.003
C -0.301 1.354 -0.085
C 0.089 -0.203 0.017
N -1.038 -0.910 0.668
C 0.443 -0.789 -1.316
S 1.392 -2.368 -1.081
H 1.078 1.964 1.365
H -0.500 2.193 1.758
H -0.237 1.803 -1.087
H -1.385 1.351 0.024
H 0.962 -0.263 0.759
H -0.802 -1.572 1.433
H -1.825 -1.028 0.011
H 1.252 -0.143 -1.562
H -0.217 -0.832 -2.134
H 0.984 -2.623 0.228
*
```

Computed properties:
E_HOMO (eV): -8.50
SMILES: NC[C@@H](N)CS
Orbital gap (eV): 9.419



Model Q:
# C3H10N2S

A cluster of 2 separate species, C3H10N2S in total (ωB97M-V with the def2-TZVPD basis set, the OMol25 dataset).

```
! wB97M-V def2-TZVPD RIJCOSX def2/J DEFGRID3
* xyz 0 1
H -1.333 -0.633 -2.380
N -0.558 -0.139 -1.941
C 0.482 -0.715 -2.415
N 1.771 -0.324 -2.209
H 0.421 -1.649 -2.965
H 1.912 0.580 -1.783
H 2.464 -0.584 -2.886
C -1.393 -0.040 1.998
C -0.115 0.744 2.319
S 0.686 1.390 0.799
H -1.262 -1.100 2.214
H -1.715 0.015 0.961
H -2.231 0.353 2.577
H 0.592 0.123 2.857
H -0.355 1.659 2.844
H 0.632 0.319 0.010
*
```

Computed properties:
E_HOMO (eV): -8.48
SMILES: [H]/N=C/N.CCS
Orbital gap (eV): 9.365



Last place for stability: model P



Model P:
# C5H6OS2

An isolated molecule of C5H6OS2 (ωB97M-V with the def2-TZVPD basis set, the OMol25 dataset).

```
! wB97M-V def2-TZVPD RIJCOSX def2/J DEFGRID3
* xyz 0 1
C -0.838 -2.505 -0.439
C -0.389 -1.158 -0.051
S 1.269 -0.862 -0.512
C 0.940 0.917 -0.303
C 0.828 1.325 1.165
O -0.290 0.674 1.596
C -1.101 0.033 0.552
S -0.895 1.117 -0.788
H -1.851 -2.772 -0.244
H -0.150 -3.406 -0.734
H 1.684 1.720 -0.610
H 0.473 2.419 1.349
H 1.622 1.104 1.848
H -2.092 -0.198 0.885
*
```

Computed properties:
E_HOMO (eV): -8.21
SMILES: C=C1S[C@@H]2CO[C@H]1S2
Orbital gap (eV): 8.726



Model Q:
# C5H6OS2

An isolated molecule of C5H6OS2 (ωB97M-V with the def2-TZVPD basis set, the OMol25 dataset).

```
! wB97M-V def2-TZVPD RIJCOSX def2/J DEFGRID3
* xyz 0 1
C -0.529 0.223 -1.935
C 0.079 -0.802 -1.375
C 0.991 -0.645 -0.154
O 1.264 0.593 0.372
C 0.022 0.980 1.094
C -0.453 -0.138 1.926
S -1.462 -0.016 3.214
S 0.225 -1.589 1.198
H -0.357 1.284 -1.670
H -1.388 0.045 -2.586
H 0.071 -1.852 -1.678
H 2.007 -1.088 -0.438
H 0.293 1.768 1.722
H -0.763 1.236 0.310
*
```

Computed properties:
E_HOMO (eV): -8.88
SMILES: C=C[C@H]1OCC(=S)S1
Orbital gap (eV): 8.565



Last place for stability: model P